[1]
Density functional theory data (the ωB97M-V functional and the def2-TZVPD basis) for a molecular structure, C38H46BaClF6Ge3N2O4S2 in a non-equilibrium geometry.

Structure (XYZ):
```
103
Properties=species:S:1:pos:R:3:mulliken_charge:R:1
Ba 0.77 -0.33 0.09 2.9175
Ge 2.05 2.48 -3.43 0.2387
Ge -0.28 -1.33 -2.53 -0.2592
Ge -2.47 -1.39 -3.67 1.2820
Cl -2.45 5.56 5.32 -0.2810
S 1.12 -1.70 2.26 -0.7617
S 1.54 1.16 2.33 1.2724
F 3.74 2.17 3.21 -0.2221
F 1.67 -2.29 4.75 -0.1890
F 4.11 0.44 2.00 -0.1589
F 3.36 0.23 4.07 -0.1888
F -0.44 -1.95 4.40 -0.1236
F 0.50 -3.78 3.68 -0.2030
O 1.08 2.17 3.24 -0.6191
O 0.44 -2.49 1.24 -0.0791
O 1.78 1.51 0.89 -0.5432
O 2.56 -1.69 2.15 -0.3976
N 3.11 -3.04 -0.63 0.1929
N 0.53 -0.14 2.41 -0.5767
C 0.66 -2.48 3.90 0.3678
C 0.75 -5.60 -2.40 -0.4934
C 2.81 -4.11 0.11 0.0151
C -3.36 -0.40 2.75 -0.8747
C -3.01 0.34 -4.42 -1.4443
C 2.66 1.54 -1.90 -0.6749
C 3.32 0.93 2.94 0.3450
C 4.84 -3.97 1.35 -0.2542
C -2.77 -1.60 2.30 -1.4822
C -1.40 -5.40 -1.38 -0.9158
C 2.06 4.44 -3.19 -1.4281
C -2.68 4.27 2.94 -0.7119
C 3.64 -4.61 1.10 -0.9439
C 1.63 -2.14 -6.32 -0.7450
C 5.17 -2.85 0.60 -0.7820
C -0.07 4.91 2.19 -0.3779
C 0.18 2.15 -3.94 -0.4313
C 4.27 -2.43 -0.38 -0.1058
C 0.77 -4.22 -2.61 -0.6721
C -0.55 5.34 3.41 -0.6954
C 1.02 -1.47 -4.05 -0.2173
C -2.71 -0.09 0.59 -0.5368
C -0.89 4.17 1.32 1.1438
C 2.38 -1.26 -3.82 0.0173
C -2.20 3.86 1.71 -0.2680
C -0.29 -3.39 -2.23 0.7241
C -1.85 5.02 3.77 0.4778
C 0.67 -1.91 -5.33 0.0044
C -2.79 -2.68 -5.12 -1.5876
C -0.34 -6.20 -1.78 -0.5145
C -2.37 -1.40 0.95 0.4397
C -1.37 -4.03 -1.60 0.1426
C -3.33 0.54 1.71 -1.0657
C 3.35 -1.49 -4.79 -1.0550
C 3.06 2.17 -5.07 -1.1774
C -3.97 -1.81 -2.47 -1.2431
C -0.39 3.74 0.05 -1.3421
C 2.97 -1.93 -6.05 -0.5767
H 1.64 -3.80 -3.10 0.1615
H -4.05 0.26 -4.77 0.4652
H 1.60 -6.20 -2.71 0.3781
H 0.64 3.94 -0.23 -0.0094
H 4.12 2.33 -4.89 0.3557
H -0.36 -7.27 -1.61 0.3103
H 2.71 2.24 -1.05 0.4512
H -4.09 -2.90 -2.39 0.3644
H 1.87 -4.59 -0.11 0.2366
H 0.07 5.91 4.08 0.3862
H 4.49 -1.56 -0.98 0.3615
H -2.37 0.65 -5.24 0.3715
H -0.22 2.94 -4.58 0.4923
H -2.27 -5.84 -0.90 0.3849
H -3.74 1.54 1.75 0.5302
H 4.39 -1.30 -4.56 0.3412
H -0.47 2.08 -3.06 -0.1279
H 1.31 -2.48 -7.30 0.3351
H -2.28 -3.63 -4.95 0.3314
H -2.48 -2.30 -6.09 0.4157
H -3.87 -2.87 -5.14 0.4849
H -2.22 -3.45 -1.27 0.1341
H 1.75 4.94 -4.11 0.3850
H 0.95 5.13 1.89 0.3948
H -4.87 -1.39 -2.93 0.4475
H -2.55 0.37 -0.39 0.6724
H 3.64 1.07 -2.05 0.1075
H 6.09 -2.31 0.76 0.4503
H 2.92 1.14 -5.42 0.2422
H 3.33 -5.48 1.67 0.4488
H -2.96 1.13 -3.67 0.2973
H -1.00 3.19 -0.64 0.3495
H -3.78 -0.23 3.74 0.3568
H 3.06 4.78 -2.90 0.3638
H 0.08 1.19 -4.46 -0.0198
H 2.73 2.84 -5.87 0.3838
H 2.73 -0.88 -2.86 0.3534
H -0.36 -2.09 -5.58 -0.2018
H 5.51 -4.31 2.14 0.3789
H 1.37 4.75 -2.40 0.2933
H -3.88 -1.42 -1.46 0.2289
H -2.82 3.26 1.07 0.5095
H -1.89 -2.14 0.33 0.8350
H -2.65 -2.51 2.86 0.5273
H -3.68 4.01 3.26 0.3908
H 3.71 -2.11 -6.83 0.2894
```

Summary:
E_LUMO (alpha / beta) in eV: 3.70 / 3.60
Energy above the lowest of the compared OMol25 structures with the same formula, charge and spin in kcal per mole: 153.63
Max |F| in hartree/bohr: 0.19422
Total charge: -2
2S+1: 2
HOMO-LUMO gap (alpha / beta) in eV: 4.92 / 4.81
Expectation value of S²: 0.788


[2]
Density functional theory data (the ωB97M-V functional and the def2-TZVPD basis) for 2 unconnected molecules or ions with the total composition C2H7NO2Si in a non-equilibrium geometry.

Structure (XYZ):
```
13
Properties=species:S:1:pos:R:3:mulliken_charge:R:1
Si -0.33 -0.31 -1.16 0.5367
O 0.06 -0.70 0.25 -0.3621
O 0.46 1.91 1.12 -0.3804
N -0.44 1.05 1.31 0.0902
C 0.64 -0.77 -2.68 -1.0145
C -0.33 0.38 2.63 -0.6711
H -0.79 1.12 3.20 0.3583
H 0.76 0.15 3.01 0.2425
H -0.84 -0.51 2.81 0.2881
H 0.03 -1.41 -3.34 0.3107
H -1.46 0.62 -1.26 -0.0644
H 0.77 -0.08 -3.50 0.3660
H 1.49 -1.46 -2.38 0.3001
```

Summary:
E_LUMO in eV: -0.04
Energy above the lowest of the compared OMol25 structures with the same formula, charge and spin in kcal per mole: 127.12
Max |F| in hartree/bohr: 0.07536
HOMO-LUMO gap in eV: 8.37
Structure (SMILES): C[SiH]=O.CN=O


[3]
Density functional theory data (the ωB97M-V functional and the def2-TZVPD basis) for a molecular structure, C9H24NPS2Ta in a non-equilibrium geometry.

Structure (XYZ):
```
38
Properties=species:S:1:pos:R:3:mulliken_charge:R:1
Ta 0.18 -0.56 -0.73 0.6660
S 1.29 2.69 -1.60 -0.0530
S 3.43 0.93 0.69 -0.4257
P 1.58 0.53 1.15 -0.1539
N -0.44 -2.16 0.65 -0.6000
C 2.11 -1.72 -1.39 -0.7658
C 4.25 -2.45 0.26 -0.5159
C 0.71 1.06 -2.30 -0.7958
C -0.65 3.90 0.12 -0.6113
C -2.97 -1.80 1.12 -0.3123
C -1.43 -1.64 1.69 -0.4140
C -3.83 -0.38 1.17 -0.8681
C 2.79 -2.44 -0.06 -0.1402
C -0.10 3.94 -1.46 -0.4537
H -0.30 1.28 -2.90 0.3105
H -1.53 4.69 0.24 0.3050
H 0.87 1.69 1.69 0.0470
H -0.97 3.77 -2.24 0.2684
H 0.22 4.13 0.88 0.2211
H 1.84 -2.56 -2.19 0.3133
H -1.35 -2.40 2.60 0.2394
H 4.95 -1.50 0.31 0.1621
H 1.47 0.65 -3.13 0.2798
H -3.56 -2.62 1.73 0.3244
H -1.16 2.84 0.30 0.0349
H 1.63 -0.44 2.24 0.0786
H -3.49 0.36 0.33 0.1690
H -3.60 0.09 2.23 0.2262
H 2.89 -1.00 -1.93 0.2518
H -0.81 -2.99 0.14 0.2110
H 0.36 5.01 -1.66 0.2453
H 2.06 -3.02 0.67 0.2504
H -4.96 -0.67 1.06 0.3077
H -0.85 -1.41 -2.05 -0.2839
H 4.75 -3.49 0.48 0.1895
H -2.99 -2.15 -0.02 0.1957
H -1.27 0.42 -0.13 -0.1169
H -1.15 -0.56 2.04 0.2132
```

Summary:
E_LUMO in eV: 2.36
Max |F| in hartree/bohr: 0.05809
Total charge: -1
HOMO-LUMO gap in eV: 6.40


[4]
Density functional theory data (the ωB97M-V functional and the def2-TZVPD basis) for 2 unconnected molecules or ions with the total composition C4H4OS in a non-equilibrium geometry.

Structure (XYZ):
```
10
Properties=species:S:1:pos:R:3:mulliken_charge:R:1
S -0.85 0.69 4.24 -0.2616
O 0.27 0.54 1.62 -0.2303
C -0.32 1.33 -0.97 -0.3550
C 1.29 -0.16 1.09 -0.4516
C -0.19 0.69 2.78 0.5353
C -1.39 1.62 -0.52 -0.5037
H 0.70 1.32 -1.30 0.4816
H -2.43 1.65 -0.36 0.3954
H 1.84 -0.87 1.67 0.3065
H 1.50 0.02 0.13 0.0835
```

Summary:
E_LUMO (alpha / beta) in eV: 0.01 / -0.22
Energy above the lowest of the compared OMol25 structures with the same formula, charge and spin in kcal per mole: 171.75
Max |F| in hartree/bohr: 0.06241
HOMO-LUMO gap (alpha / beta) in eV: 7.53 / 6.44